a) {"formula": "C4H8NS", "method": "wB97M-V/def2-TZVPD", "species": ["C", "C", "C", "C", "N", "S", "H", "H", "H", "H", "H", "H", "H", "H"], "xyz": [[1.1574, 0.1011, 0.0684], [0.7875, 0.5607, -1.1527], [0.2637, -0.4350, 1.1586], [-0.5766, 0.3485, -1.5101], [-1.2313, -0.3561, 0.9651], [-1.3557, 1.2426, -2.6468], [2.1950, 0.2670, 0.3328], [1.5669, 1.0208, -1.7701], [0.4710, -1.5144, 1.1748], [0.6483, -0.0098, 2.0942], [-1.1201, -0.0031, -0.6719], [-1.6208, -0.8827, 1.6561], [-1.3148, 0.4643, 1.4806], [-0.4553, 1.7684, -3.5263]], "homo_lumo_gap_ev": 8.56, "lumo_energy_ev": -6.1, "total_charge": 1, "homo_energy_ev": -14.6}

***

b) {"formula": "C4H8NS", "method": "wB97M-V/def2-TZVPD", "species": ["C", "C", "N", "C", "C", "S", "H", "H", "H", "H", "H", "H", "H", "H"], "xyz": [[2.6054, -0.0675, -0.7291], [1.3689, -0.0659, 0.2746], [0.1316, 0.3384, 0.3555], [-0.8946, 0.9581, 0.1288], [-2.4203, 0.2925, 0.0240], [-2.3967, -1.1418, 1.0485], [2.2962, 0.4179, -1.6005], [2.7286, -1.2270, -0.7811], [3.4247, 0.2749, -0.2888], [1.7575, -0.4720, 1.2230], [-1.0439, 1.9453, 0.5773], [-3.3356, 0.7645, 0.3902], [-2.5846, 0.0395, -1.0375], [-1.6371, -2.0567, 0.4150]], "smiles": "CC=[N+]=CCS", "homo_lumo_gap_ev": 8.10, "lumo_energy_ev": -5.1, "total_charge": 1, "homo_energy_ev": -13.2}

***

Best to worst by energy: a), b).

***

a) {"formula": "C3H2FOP", "method": "wB97M-V/def2-TZVPD", "species": ["O", "C", "C", "C", "P", "F", "H", "H"], "xyz": [[0.6615, -1.4572, 2.2465], [0.1433, -0.6141, 1.6478], [-0.5859, 0.3572, 1.0177], [0.1756, -0.0662, -0.0189], [0.0042, 0.7658, -1.7505], [1.4401, 0.3483, -2.3220], [-1.4150, 1.1663, 1.3202], [-0.4238, -0.5001, -2.1407]], "smiles": "O=c1cc1PF", "homo_lumo_gap_ev": 9.01, "lumo_energy_ev": 0.1, "total_charge": 0, "homo_energy_ev": -8.9}

***

b) {"formula": "C3H2FOP", "method": "wB97M-V/def2-TZVPD", "species": ["C", "C", "C", "O", "P", "F", "H", "H"], "xyz": [[-1.9847, -0.3128, 0.2466], [-0.8299, -0.6135, 0.1992], [0.5906, -0.6258, 0.0178], [1.1096, -1.7003, -0.1215], [1.3354, 0.9941, 0.4774], [2.5769, 0.9962, -0.5801], [-3.1045, -0.1898, 0.2759], [0.3066, 1.4518, -0.5154]], "smiles": "C#CC(=O)PF", "homo_lumo_gap_ev": 9.58, "lumo_energy_ev": -0.5, "total_charge": 0, "homo_energy_ev": -10.1}

***

Best to worst by energy: b), a).

***

a) {"formula": "C9H16OS", "method": "wB97M-V/def2-TZVPD", "species": ["C", "C", "C", "C", "C", "C", "C", "C", "C", "O", "S", "H", "H", "H", "H", "H", "H", "H", "H", "H", "H", "H", "H", "H", "H", "H", "H"], "xyz": [[0.8314, -1.6845, 0.0967], [1.5244, -0.4388, -0.2992], [-1.2272, -1.2046, -1.3862], [-2.4566, -0.4195, -1.3225], [-0.6716, -1.2664, 0.0308], [-0.9405, 0.0758, 0.7329], [0.9866, 0.8163, 0.4884], [1.0402, 2.1846, -0.1677], [1.5621, 0.8049, 1.9043], [-3.1161, 1.5626, 0.3931], [-1.9237, 1.0934, -0.3763], [1.0024, -2.6465, -0.5377], [1.0842, -2.1114, 1.0636], [2.5499, -0.5881, -0.3322], [1.2573, -0.2771, -1.4263], [-1.2714, -2.3282, -1.7289], [-0.5925, -0.7984, -2.1099], [-2.7351, 0.0753, -2.2140], [-3.2850, -0.8536, -0.8109], [-1.0782, -2.1941, 0.4818], [-1.0508, 0.2038, 1.8268], [0.5975, 2.9642, 0.5345], [0.6052, 2.2755, -1.1386], [2.1663, 2.5076, -0.2404], [1.0517, 0.0578, 2.3974], [1.4483, 1.8010, 2.3842], [2.6412, 0.3884, 1.7561]], "homo_lumo_gap_ev": 9.30, "lumo_energy_ev": 0.8, "total_charge": 0, "homo_energy_ev": -8.5}

***

b) {"formula": "C9H16OS", "method": "wB97M-V/def2-TZVPD", "species": ["C", "C", "C", "C", "C", "C", "C", "C", "C", "O", "S", "H", "H", "H", "H", "H", "H", "H", "H", "H", "H", "H", "H", "H", "H", "H", "H"], "xyz": [[-0.2326, -0.0992, -0.6110], [-1.0275, -1.7637, 0.7773], [-2.5425, -0.3908, -0.9224], [-2.3777, -1.7451, -1.4801], [-0.1581, -2.3345, 1.8374], [0.4778, 1.7917, 0.9184], [1.2480, 1.8715, -1.4041], [2.0339, -0.0614, 0.1205], [0.8954, 0.9366, -0.2443], [-1.4226, 0.4349, -1.0396], [-1.7358, -2.9135, -0.2504], [-3.3680, 0.1950, -1.4986], [-2.7271, -0.4170, 0.1134], [-3.3403, -2.1779, -1.8111], [-1.7736, -1.9434, -2.4183], [-0.4530, -1.9912, 2.8428], [0.8895, -1.9342, 1.6786], [-0.1665, -3.4473, 1.9682], [-0.1549, 2.6635, 0.6293], [0.0752, 1.3767, 1.8024], [1.3701, 2.3484, 1.3080], [1.5705, 1.2582, -2.1381], [1.9821, 2.4683, -0.9854], [0.3588, 2.4500, -1.6264], [2.3942, -0.7064, -0.6948], [1.6752, -0.6915, 0.8593], [2.9231, 0.4276, 0.5803]], "homo_lumo_gap_ev": [7.07, 7.13], "lumo_energy_ev": [0.3, 0.3], "total_charge": 0, "homo_energy_ev": [-6.7, -6.8]}

***

Best to worst by energy: a), b).

***

a) {"formula": "C8H10O", "method": "wB97M-V/def2-TZVPD", "species": ["C", "C", "C", "C", "C", "C", "C", "C", "O", "H", "H", "H", "H", "H", "H", "H", "H", "H", "H"], "xyz": [[-1.6799, -0.2954, 0.5964], [-2.7052, 0.0483, 0.0566], [2.5139, -0.7083, 0.0849], [2.2126, 0.5908, -0.7201], [1.1656, -1.3197, 0.4548], [0.8124, 1.0288, -0.2162], [0.3220, -0.0521, 0.6055], [-4.0624, 0.3877, -0.1870], [0.7895, 1.0368, 1.2170], [3.1737, -1.4304, -0.4288], [3.0895, -0.3027, 0.8814], [3.0371, 1.3136, -0.4750], [2.2702, 0.4815, -1.8237], [0.5561, -2.1131, -0.0346], [1.2952, -1.8442, 1.5049], [0.3100, 1.7438, -0.7174], [-4.0324, 0.7838, -1.3109], [-4.3877, 1.1995, 0.4962], [-4.6801, -0.5486, 0.0161]], "homo_lumo_gap_ev": 10.13, "lumo_energy_ev": 0.8, "total_charge": 0, "homo_energy_ev": -9.3}

***

b) {"formula": "C8H10O", "method": "wB97M-V/def2-TZVPD", "species": ["C", "C", "C", "C", "C", "C", "C", "C", "O", "H", "H", "H", "H", "H", "H", "H", "H", "H", "H"], "xyz": [[0.3120, -2.8117, 0.3969], [-0.1413, -1.7065, 0.2631], [-0.9260, -0.5002, -0.0443], [-2.1938, -0.4268, 0.3791], [-0.1306, 0.6686, -0.5640], [0.0743, 0.5886, -2.0800], [1.2205, 0.6544, 0.2359], [1.1302, 0.9715, 1.7124], [2.3170, 0.6449, -0.3279], [0.7454, -3.7767, 0.5276], [-2.7042, -1.2920, 0.7926], [-2.7712, 0.4856, 0.2643], [-0.6232, 1.6186, -0.3218], [-0.2460, -0.3733, -2.4944], [-0.5203, 1.3651, -2.5754], [1.1119, 0.7381, -2.3904], [1.7121, 1.8725, 1.9217], [1.5347, 0.1302, 2.2805], [0.0986, 1.1490, 2.0241]], "smiles": "C#CC(=C)[C@H](C)C(C)=O", "homo_lumo_gap_ev": 9.92, "lumo_energy_ev": 0.6, "total_charge": 0, "homo_energy_ev": -9.3}

***

Best to worst by energy: b), a).